(1)
{"formula": "C29H40NO", "method": "ωB97M-V/def2-TZVPD", "species": ["H", "H", "C", "H", "H", "H", "C", "N", "C", "H", "C", "C", "H", "C", "C", "C", "C", "H", "H", "C", "C", "H", "H", "C", "H", "H", "C", "C", "C", "C", "C", "H", "O", "H", "C", "C", "H", "C", "H", "H", "C", "C", "H", "H", "H", "H", "H", "H", "C", "H", "H", "C", "H", "H", "H", "H", "C", "H", "H", "H", "C", "C", "C", "H", "H", "H", "H", "H", "C", "H", "H"], "xyz": [[-0.516298, -5.235921, -2.068738], [-3.838066, 2.702577, -1.519614], [1.720882, 0.897210, 0.868601], [6.152745, 2.684851, 1.481076], [1.944288, -1.957964, 1.066642], [0.984668, -4.196095, -0.605653], [-2.607846, 0.763704, 1.027371], [1.954920, -1.992935, -3.912862], [-3.226557, 1.857584, -1.184536], [1.572829, -1.575723, -1.159377], [2.014561, -2.233376, -5.289030], [-4.124073, 2.711856, 2.403996], [-5.418170, 4.412686, 2.464502], [5.551076, 2.324426, 2.328966], [-0.518731, -4.143014, -2.165025], [-0.398211, -0.533463, 0.705054], [0.561534, 0.447387, 0.194204], [4.030705, -2.170256, -6.028936], [-2.777426, -2.026211, 1.283487], [2.579710, 0.031137, 1.641021], [0.099070, -3.638697, -3.484455], [0.965466, 3.045569, -0.923729], [-3.686525, -1.416043, -0.117786], [1.172808, 3.283024, 0.127516], [3.123734, -1.889911, 2.365906], [1.639632, 4.275675, 0.149939], [0.270940, -3.458058, -1.011867], [3.799283, 0.517947, 2.088407], [2.101878, 2.282178, 0.746076], [3.332793, 2.704555, 1.214183], [-2.735303, 0.706701, 2.429958], [-5.785959, 3.181425, 3.691284], [1.217660, -2.960231, -5.865695], [-3.521052, 1.657377, 4.182457], [-3.994445, 2.756632, 1.014452], [-1.867832, -0.325163, 0.251660], [-2.229698, -2.399494, -0.381944], [4.206019, 1.838074, 1.881579], [-0.088938, -1.525119, 0.345085], [2.819222, -1.370490, -7.040509], [-3.454917, 1.700155, 3.093551], [-2.164637, -0.379938, 3.305472], [-0.683178, -3.248218, -4.151818], [0.211343, 3.339793, 0.663062], [-1.252237, -0.041094, 3.824660], [-1.941357, -1.315400, 2.784228], [0.579215, -4.463253, -4.027884], [4.472651, -0.158352, 2.619948], [1.051124, -2.543917, -3.040257], [2.665148, -1.369723, -3.544759], [-0.319942, -0.559312, 1.799107], [2.238796, -1.389493, 1.954949], [3.639248, 3.738725, 1.067509], [5.453450, 3.161894, 3.030961], [0.256800, 0.968962, -0.722198], [-2.209523, 2.023405, -1.568009], [-3.267762, 1.789129, 0.321416], [3.396502, -0.566454, -5.553684], [-0.406419, -3.226214, -0.182150], [-2.888932, -0.624101, 4.099684], [3.136571, -1.529258, -6.005666], [-2.678110, -1.630098, 0.264624], [1.001554, -2.338656, -1.682126], [1.447492, -1.474489, 2.714473], [6.100791, 1.526174, 2.839667], [-4.487761, 3.552631, 0.446873], [-1.573104, -3.836616, -2.145116], [-1.812220, -0.017741, -0.799565], [-4.974524, 3.690697, 3.154973], [-3.629838, 0.951959, -1.660211], [-4.387504, 4.234385, 3.904649]], "forces_ev_per_a": [[0.1, 0.3, -0.1], [0.1, -0.2, 0.0], [-0.1, 0.0, -0.3], [-0.2, -0.1, 0.2], [-0.1, 0.1, 0.2], [-0.1, 0.3, 0.0], [0.0, 0.0, 0.2], [0.4, 0.7, -0.7], [-0.1, 0.2, -0.2], [0.2, -0.2, -0.1], [-0.9, -0.6, -0.3], [0.4, -0.3, 0.0], [0.0, 0.0, 0.2], [0.2, -0.2, 0.2], [-0.4, 0.3, 0.2], [-0.1, -0.4, 0.3], [0.0, 0.7, 1.0], [-0.3, 0.2, 0.1], [-0.1, 0.0, -0.4], [-0.1, 0.2, 0.3], [-0.2, -0.4, 0.1], [0.0, 0.0, 0.1], [0.3, -0.1, 0.2], [-0.1, 0.3, -0.1], [-0.2, 0.1, -0.1], [-0.2, -0.3, 0.0], [-0.3, -1.0, 0.0], [-0.1, -0.2, 0.1], [0.5, 0.1, -0.6], [-0.4, 0.0, 0.1], [0.0, 0.3, -0.2], [0.2, 0.1, -0.2], [0.9, 0.9, 0.6], [-0.1, 0.0, -0.2], [-0.1, -0.1, 0.1], [0.0, 0.2, -0.3], [-0.2, 0.3, 0.2], [0.0, 0.0, -0.4], [0.0, 0.1, 0.1], [0.1, 0.0, 0.2], [-0.2, 0.0, -0.3], [0.1, -0.3, 0.5], [0.4, -0.1, 0.1], [0.3, -0.1, -0.2], [-0.2, -0.1, -0.2], [0.0, 0.3, 0.2], [0.1, 0.5, 0.1], [-0.2, 0.2, -0.2], [-0.3, -0.7, 1.7], [-0.3, -0.2, 0.0], [0.1, -0.1, -0.4], [0.3, -0.5, 0.1], [-0.2, -0.1, 0.1], [-0.1, -0.1, -0.2], [0.1, 0.1, 0.4], [-0.2, -0.1, 0.0], [0.3, -0.1, 0.2], [0.0, -0.2, 0.0], [0.2, 0.1, -0.1], [0.3, 0.1, -0.3], [0.2, 0.0, -0.3], [-0.1, -0.1, -0.1], [0.1, 0.0, -1.8], [0.1, 0.1, -0.3], [-0.1, 0.2, -0.2], [0.1, -0.3, 0.2], [0.2, 0.0, 0.2], [0.0, 0.0, 0.2], [-0.1, 0.3, 0.1], [0.1, 0.2, 0.1], [-0.1, -0.1, -0.1]], "homo_lumo_gap_ha": 0.1937, "total_charge": 1, "e_homo_ev": -10.6, "multiplicity": 1, "energy_ev": -34252.9610}

(2)
{"formula": "C29H41AuCl5P2", "method": "ωB97M-V/def2-TZVPD", "species": ["C", "H", "C", "H", "C", "Cl", "H", "C", "Cl", "Cl", "C", "H", "H", "H", "C", "H", "H", "C", "C", "H", "H", "H", "H", "C", "H", "H", "Cl", "H", "H", "Au", "H", "H", "H", "H", "C", "C", "C", "H", "H", "H", "H", "C", "H", "C", "C", "C", "C", "C", "H", "C", "H", "H", "C", "C", "C", "C", "H", "H", "H", "H", "H", "P", "C", "C", "C", "H", "H", "P", "H", "C", "H", "H", "C", "H", "H", "H", "C", "Cl"], "xyz": [[-1.212585, 4.155070, -0.182212], [-0.911877, -1.900951, -1.490086], [1.219953, 2.535900, 2.149775], [-2.189988, 3.807445, 0.179225], [2.018665, 2.691315, 0.989438], [7.378943, -0.850102, 4.702545], [-2.301433, -4.145972, -0.318483], [-2.872629, -3.665182, -1.126733], [6.406127, -3.621379, 3.542359], [3.678757, -3.760132, 1.948531], [-3.576224, -0.136462, 0.990970], [0.963317, 1.852840, 4.149946], [0.727276, -0.111423, -3.470573], [-5.011660, -1.156888, -3.583096], [1.211012, 3.250096, -0.034920], [-4.509324, -2.819894, -3.347956], [-1.479089, -4.644103, -2.377145], [-0.070559, 3.500922, 0.513348], [3.842023, 0.053288, 3.115080], [-0.202617, -2.948717, -2.948691], [-4.731885, -0.841355, -1.351360], [0.511697, 1.574776, -2.815783], [-3.077949, -0.406143, -4.593082], [-1.209379, 3.148925, 2.811285], [-3.235319, -1.997421, -5.316079], [-4.415018, -0.849630, 1.208536], [5.574046, 1.708442, 4.301608], [2.292701, 3.006264, 3.904774], [2.120694, 4.640181, -1.408708], [-2.464199, 0.082400, -2.421804], [3.974099, 3.327323, 1.473637], [2.774617, -0.429974, -2.249810], [-1.982340, -0.598142, 2.833942], [-0.848882, -1.481341, -4.535362], [0.177787, 0.523204, -2.756959], [-0.085777, 3.023461, 1.851216], [-0.628933, -1.321048, -0.556135], [-3.936464, 0.586539, 0.260815], [2.663848, -1.520285, -0.864366], [0.836322, 3.639328, -2.116778], [-1.700410, -2.328263, 2.576439], [5.061414, 0.173628, 3.728853], [-0.885099, 0.585117, -3.207164], [-3.323726, -2.238257, -0.753157], [3.480409, 2.491127, 0.937445], [-1.517753, -1.336480, 2.166505], [-2.150675, -3.786844, -2.457069], [3.433453, -1.119592, 2.570189], [-1.210704, 2.307672, 3.524750], [5.890526, -0.972808, 3.881816], [2.424099, 2.923207, -1.767994], [1.705968, -1.842786, -2.327253], [-1.653880, -1.697210, -3.810460], [-3.832550, -1.291956, -1.884704], [2.082456, -1.047345, -1.659689], [-3.035608, -1.489398, -4.362318], [3.860423, 2.480530, -0.095293], [-1.194032, 4.006467, -1.271172], [-1.162184, 4.088073, 3.401612], [-2.868898, -4.064413, -3.255543], [2.510213, 1.305213, 3.358639], [0.680356, -0.041281, -1.050082], [1.761852, 2.140151, 3.458454], [4.225453, -2.293085, 2.661215], [-4.163068, -1.784833, -3.291680], [-0.443905, -1.108355, 2.171211], [-4.251036, -2.362157, -0.149705], [-2.177766, -1.155723, 0.454969], [-3.410907, 0.354812, 1.974774], [1.664366, 3.628044, -1.389972], [-3.767861, -4.293294, -1.201431], [3.770926, 1.561686, 1.452251], [-1.267819, -2.607627, -2.824808], [0.005939, -2.051736, -0.042152], [-2.189259, 3.145705, 2.302492], [-1.137775, 5.239857, 0.022670], [5.460599, -2.214689, 3.353315], [1.908711, -1.204332, 1.743138]], "forces_ev_per_a": [[-0.1, 0.5, 0.0], [0.0, 1.0, 1.4], [0.2, 0.0, -1.0], [0.2, 0.1, 0.0], [-0.3, -0.4, 1.9], [0.1, 0.0, 0.0], [0.0, 0.4, -0.1], [-0.3, -0.1, 0.3], [0.1, 0.0, 0.0], [0.2, 0.1, 0.1], [-0.9, 1.5, 0.5], [0.2, -0.2, 0.0], [-0.4, 0.5, 0.0], [0.0, -0.3, -0.1], [-3.0, 1.2, 0.0], [0.1, 0.1, 0.1], [0.0, 0.0, -0.1], [1.6, -0.6, -2.1], [0.8, -0.6, 0.2], [-0.8, 0.8, 0.5], [0.9, -0.3, -1.4], [0.0, -0.6, -0.1], [-0.4, -0.3, -0.4], [-0.6, -0.2, 0.3], [0.3, -0.2, 0.2], [0.9, 0.3, -0.4], [0.0, 0.1, 0.1], [0.0, -0.6, 0.0], [-0.2, -0.5, 0.0], [0.7, 2.2, 1.7], [-0.1, -0.4, -0.2], [-0.3, 0.1, 0.2], [0.0, -0.4, -0.3], [-0.3, 0.8, 0.7], [-0.1, 0.7, -0.5], [1.2, -0.4, 0.8], [0.9, 0.3, -0.6], [0.0, 0.0, 0.1], [-0.2, 0.2, 0.0], [0.2, 0.1, 0.3], [0.2, -0.1, 0.1], [0.5, -0.6, 0.2], [1.3, 0.2, 0.2], [-0.7, -0.8, 1.3], [0.4, 0.1, -0.1], [0.1, -0.5, 0.2], [0.1, -0.2, 0.4], [0.0, -1.2, -0.2], [0.1, 0.4, -0.1], [-1.0, 0.1, -0.5], [-0.2, 0.2, 0.1], [0.3, 0.2, 0.2], [1.4, -3.6, -0.4], [-1.4, 0.5, 1.9], [0.0, -1.1, -0.4], [-0.8, 0.0, 0.9], [-0.1, 0.0, 0.4], [0.1, 0.1, 0.3], [0.1, -0.4, -0.3], [0.5, 0.5, 0.4], [-0.2, 0.2, 0.2], [-0.9, 1.0, 0.6], [-0.1, 0.6, 0.5], [0.3, 1.0, 0.5], [-0.4, 0.1, -0.9], [-0.4, -0.3, -0.2], [0.9, -0.2, 0.0], [-0.1, -1.3, -0.9], [0.2, 0.0, -1.0], [0.3, 0.2, -0.7], [-0.1, 0.2, 0.1], [0.0, 0.3, -0.2], [0.1, -1.2, -5.1], [-0.4, -0.1, 0.7], [0.4, 0.1, 0.1], [-0.4, -0.3, -0.3], [-0.8, 0.7, -0.3], [0.1, 0.1, 0.3]], "homo_lumo_gap_ha": [0.2290, 0.1951], "total_charge": 1, "e_homo_ev": [-9.3, -9.2], "multiplicity": 3, "energy_ev": -115604.3018}

(3)
{"formula": "C29H41BCsN11S5", "method": "ωB97M-V/def2-TZVPD", "species": ["N", "C", "S", "C", "C", "C", "H", "H", "C", "S", "H", "S", "H", "N", "C", "N", "H", "H", "C", "H", "H", "H", "H", "H", "C", "H", "H", "B", "H", "H", "C", "C", "N", "H", "N", "N", "H", "N", "H", "H", "C", "C", "C", "C", "H", "C", "H", "H", "H", "C", "Cs", "C", "S", "H", "C", "H", "C", "H", "H", "H", "C", "C", "H", "H", "H", "H", "N", "H", "C", "H", "N", "N", "C", "H", "H", "H", "C", "C", "C", "C", "N", "C", "H", "C", "H", "H", "H", "S"], "xyz": [[1.370419, 3.034300, -0.887439], [-1.828617, -3.465715, -2.291228], [-0.938276, 2.055157, 1.653757], [2.964040, -1.958960, -3.807966], [-4.247435, 1.464833, -0.272714], [-2.487321, 1.717124, 1.095760], [5.024151, -1.383265, -4.323137], [1.915485, 1.512224, 1.239908], [2.688561, -2.852351, -1.613137], [1.076703, 0.335200, -1.285793], [-1.489280, -5.204026, -3.467568], [-2.312131, -1.304134, 0.131779], [3.561845, 1.923004, -2.075446], [2.522913, 7.890140, 4.481008], [0.540751, 4.145109, -0.976472], [-3.601008, 1.393056, 1.869549], [-1.726523, 0.594397, 3.761941], [-2.383679, 2.998352, 3.665203], [4.093980, -2.768824, -1.448747], [-3.044151, -0.666416, 3.417024], [-4.672849, 1.297604, -1.207340], [1.018555, -2.461401, -2.957706], [2.752207, 5.170452, 0.235115], [1.862925, 3.118035, 1.839518], [-3.381822, 2.740093, 4.021219], [4.183376, -3.423263, 4.482265], [5.333990, -3.692113, 0.315029], [-2.051806, 1.613335, -1.547579], [2.846453, -4.458006, 4.399384], [-3.051697, 0.165232, 5.009883], [-1.341178, -1.334292, -3.602230], [0.599155, 1.917791, -1.188699], [3.756516, -2.627910, 0.833224], [-4.059308, 3.495092, 3.610717], [3.746075, -4.223707, 4.004072], [-1.739879, -2.014355, -2.429343], [0.833917, 5.118371, -0.432948], [4.901598, -2.401210, -2.433376], [-3.499308, -3.503826, -0.829390], [-5.952034, 1.704750, 3.540165], [3.398174, 4.328478, -0.091864], [2.150187, -2.470068, -2.829468], [-1.513835, 0.001262, -3.389539], [4.350341, -1.907387, -3.603061], [-0.554678, -3.432444, -0.475973], [-2.775639, 0.255028, 3.943363], [4.263358, 4.254466, 0.569585], [2.636385, -1.623340, -4.806907], [-5.072415, 1.144290, 4.892819], [2.489791, 2.459864, 1.270869], [1.013026, -1.477053, 1.570090], [-0.692396, -4.057604, -1.384732], [4.349419, 5.854994, 3.791244], [0.286054, -4.092762, -1.848051], [-1.687293, -4.129495, -3.685939], [3.784647, 4.777825, -1.050667], [-5.132156, 1.073455, 3.820615], [-5.443188, 0.094661, 3.557278], [-0.802619, -3.872390, -4.359352], [-2.707376, 2.222463, -2.271064], [2.720535, 2.971545, -0.196222], [-3.243957, -3.805626, -1.832622], [2.164713, -3.298629, -0.770052], [-0.899365, -5.109404, -1.192289], [-1.635996, 4.235139, -1.387734], [-1.278080, 0.853576, -4.062989], [-1.992568, 0.134404, -2.127431], [-2.609576, -4.135429, -4.295102], [-0.708121, 3.708257, -1.357220], [4.761767, 2.088223, -0.726237], [-2.888590, 1.726823, -0.199052], [4.066211, -2.813045, 2.209934], [3.275998, 7.017207, 4.255609], [3.272526, 0.984137, -0.683231], [-0.961162, -1.800036, -4.467219], [-3.558776, 2.618558, 5.008579], [3.650226, 1.969191, -0.985641], [4.554263, -3.053399, -0.034246], [3.507527, -3.916660, 2.648964], [-4.675356, 1.376239, 0.992752], [-0.664149, 2.323551, -1.494270], [-1.993994, -1.055139, -1.434116], [-3.872166, -3.320935, -2.529372], [-3.708066, 1.350862, 3.344086], [3.401016, 2.359419, 1.847718], [-3.434633, -4.904363, -1.784834], [-5.698794, 1.343868, 1.265320], [2.323459, -4.912455, 1.839400]], "forces_ev_per_a": [[-0.5, -0.7, 0.1], [1.0, -0.7, -0.4], [0.2, -0.1, 0.3], [1.8, 0.6, -1.5], [1.8, 0.6, 1.6], [-0.2, -0.5, 0.3], [-0.5, -0.9, 0.7], [0.6, 0.3, -0.1], [0.9, -0.2, -0.3], [0.3, -1.4, -0.2], [-0.3, 0.5, -0.1], [-0.4, -0.6, 2.2], [-0.2, 0.7, 0.1], [0.5, -0.7, 0.1], [-0.6, 1.3, 1.4], [0.1, 1.2, -0.7], [-0.8, -0.7, 0.3], [0.2, 0.2, 0.8], [-0.7, -0.3, -0.1], [0.5, -0.1, 0.2], [-1.0, 0.1, -1.1], [1.7, -0.1, 0.0], [0.3, -0.8, 0.5], [-0.3, 0.8, 0.1], [0.5, -0.5, -4.9], [-0.3, -0.5, -0.3], [1.2, -0.3, -0.4], [0.5, -0.9, 1.0], [0.1, -0.2, 0.3], [0.5, 0.0, -0.4], [-0.7, 1.0, 0.8], [-0.3, 0.9, -0.1], [-0.3, 1.3, 1.3], [-0.1, 0.0, 0.1], [0.2, 0.6, 0.0], [0.9, 1.4, -0.1], [-0.6, -1.7, -1.5], [0.2, 1.3, -1.1], [0.2, 0.6, 0.2], [0.0, 0.9, -0.6], [-0.1, 1.8, -1.2], [-2.3, -0.1, 0.8], [0.3, -1.2, -1.1], [-0.2, -0.7, 1.7], [-0.5, -0.8, -0.4], [-0.5, 1.0, -0.6], [-0.3, 0.0, 0.1], [-0.3, -0.1, 0.8], [-0.1, -0.2, 0.5], [-0.6, -0.7, -1.0], [-0.1, 0.1, 0.1], [-0.4, 0.8, 0.2], [0.4, -0.5, 0.0], [0.0, 0.3, -0.6], [1.0, -1.3, -0.7], [-0.3, -1.0, 0.4], [0.4, -0.4, 0.0], [-0.3, -1.3, -0.2], [-1.1, 0.2, 1.2], [-0.7, 0.7, -1.3], [0.4, -0.5, -0.2], [0.5, -1.6, 1.0], [-0.3, 0.3, -0.4], [-0.3, 0.1, 0.5], [-0.2, 0.2, -0.2], [-0.3, -0.8, 0.9], [0.3, 1.5, 2.2], [0.4, 0.4, 0.3], [1.8, 0.0, 0.6], [-1.6, 0.0, -0.1], [0.9, -0.7, -0.4], [-0.2, -1.5, -1.1], [-0.8, 1.2, -0.2], [0.8, 0.2, 0.0], [0.2, -0.5, -0.5], [0.0, -0.1, 3.3], [0.6, -0.3, 1.1], [-0.6, 0.0, -0.8], [-0.5, 0.9, 0.1], [-0.8, -0.6, -0.2], [0.1, 1.0, 0.3], [0.0, 0.2, -3.9], [-1.1, 0.3, -0.7], [-0.1, 1.3, 0.9], [0.4, -0.2, -0.2], [0.3, 0.6, -0.6], [-0.5, -0.4, 0.6], [0.3, 0.1, 0.1]], "homo_lumo_gap_ha": 0.1987, "total_charge": -2, "e_homo_ev": -2.2, "multiplicity": 1, "energy_ev": -102534.7947}